This record from the OMol25 dataset describes a single H2P2 molecule in a non-equilibrium geometry. The level of theory is wB97M-V/def2-TZVPD.

Last column: Löwdin charge in e.
CARTESIAN COORDINATES (ANGSTROEM)
P1 -0.654 0.861 -0.007  0.19
P2 0.406 -0.841 -0.019  0.19
H1 -0.449 0.986 1.514  -0.18
H2 0.698 -1.007 -1.488  -0.20

Forces on atoms 1 to 3 (eV/Å):
0.578 0.271 1.506
0.788 -0.227 -0.983
-0.581 -0.306 -1.757

Output
LUMO energy: -0.95 eV
Kohn-Sham gap: 8.377 eV
DFT total energy: -18608.31787 eV
E_HOMO: -9.324 eV

---

This record from the OMol25 dataset describes a single H2P4S3 molecule in a non-equilibrium geometry. The level of theory is wB97M-V/def2-TZVPD.

Last column: Löwdin charge in e.
CARTESIAN COORDINATES (ANGSTROEM)
P1 -1.594 0.082 0.218  0.20
P2 1.065 -1.786 -0.665  0.29
P3 -0.063 -0.107 -1.494  -0.13
P4 1.214 1.072 1.601  0.12
S1 -0.795 1.511 1.507  -0.04
S2 1.388 -1.028 1.397  -0.06
S3 1.130 1.493 -1.311  -0.03
H1 -2.280 1.102 -0.713  -0.09
H2 -0.065 -2.341 -0.540  -0.26

Forces on atoms 1 to 3 (eV/Å):
-0.931 0.610 -2.179
4.075 2.499 -0.466
-0.006 0.301 0.511

Output
LUMO energy (spin up / spin down): -1.86 / -1.85 eV
Kohn-Sham gap (spin up / spin down): 6.923 / 6.924 eV
DFT total energy: -69693.45845 eV
E_HOMO (spin up / spin down): -8.778 / -8.779 eV

---

This record from the OMol25 dataset describes 16 unconnected molecules or ions with the total composition H30NO18 in a non-equilibrium geometry. The level of theory is wB97M-V/def2-TZVPD.

Last column: Löwdin charge in e.
CARTESIAN COORDINATES (ANGSTROEM)
N1 -1.891 7.042 -2.594  -0.50
O1 -1.041 7.912 -2.644  0.00
O2 -2.954 7.261 -1.997  0.00
O3 -1.590 5.816 -2.848  -0.07
O4 -3.813 9.767 -3.432  0.01
H1 -4.097 10.090 -4.244  0.02
H2 -3.075 9.223 -3.518  -0.03
O5 -1.538 5.145 -5.643  -0.04
H3 -2.434 5.409 -5.802  0.04
H4 -1.509 5.356 -4.722  -0.04
O6 1.726 8.268 -2.501  -0.01
H5 2.457 8.061 -1.988  0.03
H6 1.070 8.778 -2.071  -0.02
O7 -5.154 6.616 -0.292  0.01
H7 -4.997 5.947 0.282  -0.03
H8 -4.554 6.599 -0.984  -0.04
O8 -0.886 7.397 0.264  -0.07
H9 -0.743 7.504 -0.709  0.01
H10 -1.749 7.778 0.466  0.02
O9 -6.095 8.263 -2.855  -0.04
H11 -5.185 8.296 -3.120  -0.02
H12 -6.307 9.001 -3.394  0.00
O10 0.270 9.845 -0.393  -0.05
H13 -0.317 9.277 0.045  -0.04
H14 -0.200 10.028 -1.220  -0.02
O11 1.363 5.231 -4.018  0.00
H15 1.558 4.690 -4.771  0.06
H16 0.824 5.943 -4.294  0.02
O12 -1.990 8.178 -5.624  -0.07
H17 -1.286 7.504 -5.374  0.06
H18 -1.639 8.892 -6.151  0.03
O13 -0.406 10.616 -2.914  -0.03
H19 -0.549 11.519 -3.189  0.06
H20 -0.834 10.129 -3.617  0.03
O14 -2.374 4.661 -0.457  -0.05
H21 -1.722 4.887 -1.174  0.01
H22 -2.027 4.994 0.338  0.00
O15 1.138 6.116 -1.101  -0.05
H23 0.458 5.573 -1.403  -0.06
H24 1.359 6.835 -1.752  -0.01
O16 -2.736 9.569 -0.248  -0.06
H25 -2.980 8.848 -0.838  -0.01
H26 -3.407 9.508 0.468  0.07
O17 -2.410 2.839 -3.281  -0.04
H27 -2.295 3.724 -3.400  -0.07
H28 -1.986 2.662 -2.409  0.05
O18 0.447 3.537 -2.102  -0.03
H29 0.720 2.732 -2.435  0.00
H30 0.601 4.135 -2.857  0.00

Forces on atoms 1 to 3 (eV/Å):
-0.258 -2.464 2.648
0.742 0.916 -1.329
-0.664 0.322 -0.985

Output
LUMO energy: 2.13 eV
Net charge: -1
Kohn-Sham gap: 9.221 eV
DFT total energy: -38830.92124 eV
E_HOMO: -7.093 eV

---

This record from the OMol25 dataset describes 15 unconnected molecules or ions with the total composition H30O15 in a non-equilibrium geometry. The level of theory is wB97M-V/def2-TZVPD.

Last column: Löwdin charge in e.
CARTESIAN COORDINATES (ANGSTROEM)
O1 2.692 0.084 -2.204  -0.03
H1 3.352 -0.516 -2.371  0.02
H2 2.850 0.319 -1.256  0.00
O2 2.170 -2.002 0.782  -0.02
H3 1.606 -1.859 1.518  0.00
H4 1.722 -1.374 0.228  -0.03
O3 -2.225 1.421 0.970  -0.02
H5 -2.993 1.981 0.869  0.09
H6 -1.776 1.652 1.758  0.04
O4 3.167 0.983 0.151  0.02
H7 2.744 1.825 0.224  0.01
H8 4.050 1.148 0.317  0.04
O5 0.305 -0.077 -0.118  -0.02
H9 -0.480 -0.445 0.269  0.02
H10 0.710 0.556 0.479  0.01
O6 -2.766 -0.139 -1.543  -0.03
H11 -1.850 0.146 -1.553  -0.01
H12 -3.188 0.550 -1.047  -0.01
O7 -0.163 0.996 -2.681  -0.04
H13 0.306 0.304 -2.254  -0.03
H14 -0.159 0.744 -3.606  0.08
O8 0.384 -3.756 -1.137  -0.04
H15 -0.180 -3.298 -0.498  0.00
H16 -0.137 -4.365 -1.628  0.05
O9 1.801 3.446 0.754  -0.05
H17 1.044 3.216 0.231  -0.03
H18 2.376 3.886 0.120  0.06
O10 -1.331 -2.735 0.670  -0.06
H19 -2.239 -3.088 0.826  0.09
H20 -1.251 -2.325 1.564  0.03
O11 -1.389 -0.781 2.629  -0.02
H21 -1.049 -1.165 3.403  0.04
H22 -0.750 -0.130 2.302  0.00
O12 -4.032 -0.659 1.133  -0.12
H23 -3.137 -0.236 1.199  -0.01
H24 -4.869 -0.164 0.904  0.07
O13 -0.391 2.944 -0.779  -0.01
H25 -0.471 2.410 -1.543  -0.01
H26 -0.931 2.493 -0.176  -0.02
O14 0.865 0.957 2.392  0.01
H27 0.925 1.762 2.841  0.05
H28 1.553 0.442 2.763  0.06
O15 0.792 -1.648 -2.534  -0.06
H29 1.517 -1.071 -2.375  -0.06
H30 0.823 -2.430 -1.995  -0.04

Forces on atoms 1 to 3 (eV/Å):
-1.723 2.318 0.908
2.578 -2.319 -0.991
-0.205 0.149 -0.554

Output
LUMO energy: -0.45 eV
Kohn-Sham gap: 9.074 eV
DFT total energy: -31199.64186 eV
E_HOMO: -9.528 eV

---

This record from the OMol25 dataset describes 15 unconnected molecules or ions with the total composition H30O15 in a non-equilibrium geometry. The level of theory is wB97M-V/def2-TZVPD.

Last column: Löwdin charge in e.
CARTESIAN COORDINATES (ANGSTROEM)
O1 0.107 0.068 -0.183  -0.08
H1 -0.470 -0.538 -0.725  0.03
H2 0.242 -0.396 0.635  0.01
O2 2.033 1.925 2.757  -0.02
H3 1.999 1.105 2.277  -0.02
H4 2.681 1.639 3.363  0.02
O3 0.712 -1.008 3.120  -0.02
H5 1.652 -1.085 3.351  0.08
H6 0.235 -1.433 3.796  0.04
O4 -1.147 0.954 3.587  0.00
H7 -1.209 1.028 4.519  0.03
H8 -0.367 0.506 3.408  -0.06
O5 0.736 2.756 0.434  -0.03
H9 0.875 1.863 0.212  -0.05
H10 0.557 2.660 1.382  0.03
O6 -2.008 -0.916 -1.790  -0.05
H11 -1.550 -1.651 -2.204  0.02
H12 -2.422 -1.315 -1.017  0.06
O7 0.177 -2.912 0.771  -0.04
H13 -0.311 -2.435 1.454  0.01
H14 1.075 -3.080 1.048  0.06
O8 2.657 1.598 -1.726  -0.01
H15 2.921 1.693 -2.657  0.07
H16 1.802 1.264 -1.866  -0.04
O9 -2.138 -1.239 1.609  -0.02
H17 -2.805 -0.876 1.020  0.05
H18 -2.225 -0.896 2.476  0.01
O10 -1.962 1.922 0.124  -0.06
H19 -1.329 1.237 -0.030  -0.05
H20 -1.524 2.732 0.390  0.02
O11 -0.391 2.570 -2.377  -0.05
H21 -1.029 2.149 -3.014  0.00
H22 0.269 1.959 -2.136  -0.05
O12 2.756 -0.090 0.737  0.00
H23 3.650 -0.273 0.479  0.06
H24 2.495 0.294 -0.035  -0.05
O13 -0.860 -3.383 -1.681  -0.06
H25 -0.312 -3.229 -0.943  -0.04
H26 -1.434 -4.162 -1.442  0.10
O14 0.585 -0.942 -2.568  -0.04
H27 0.306 -0.835 -3.512  0.09
H28 1.231 -1.623 -2.449  0.05
O15 -2.256 1.175 -3.544  -0.03
H29 -1.741 0.702 -4.204  0.05
H30 -2.266 0.521 -2.847  0.00

Forces on atoms 1 to 3 (eV/Å):
-0.520 -0.543 -0.868
0.779 0.942 0.375
0.066 -0.363 0.672

Output
LUMO energy: -0.40 eV
Kohn-Sham gap: 8.680 eV
DFT total energy: -31199.05887 eV
E_HOMO: -9.077 eV